No. 1
Computed, not measured: the molecule C2H4P2 at a distorted geometry, with ωB97M-V/def2-TZVPD.

The geometry in ORCA input format:
```
! RIJCOSX wB97M-V def2-TZVPD def2/J DEFGRID3
* xyz 0 1
H 0.191 0.629 2.036
C -1.102 -0.392 -1.027
P -1.126 -1.689 -0.007
H 1.044 -0.823 -0.947
P 1.255 0.514 1.142
C 0.255 -0.420 -0.307
H 1.112 1.816 0.679
H -1.628 0.365 -1.569
*
```

Its SMILES is P[C@@H]1C=P1. As for the gap between HOMO and LUMO: 8.884 eV. The calculation puts the max |F| at 2.49 eV Å⁻¹. The calculation puts the energy above the lowest of the compared OMol25 structures with the same formula, charge and spin at 1.767 eV.

No. 2
Computed, not measured: a structure of composition C20H23CsI2N6O3S3 at a distorted geometry, with ωB97M-V/def2-TZVPD.

The geometry in ORCA input format:
```
! RIJCOSX wB97M-V def2-TZVPD def2/J DEFGRID3
* xyz -2 1
N 1.686 -0.909 2.135
C 2.554 4.374 -2.129
N -1.622 -2.385 3.502
O -2.794 0.822 0.928
S -2.715 2.138 -1.620
N -0.579 -3.357 3.609
C 4.219 -0.906 3.290
H -1.938 -3.959 -5.964
H -1.380 -1.522 3.032
C 1.240 1.351 2.767
Cs -0.837 -1.218 0.172
H 3.834 2.807 -1.525
H 1.061 5.900 -2.562
H 1.692 1.824 4.766
N -1.985 -3.058 -2.803
H 3.345 5.092 -2.306
N -2.845 -2.433 -4.733
H -0.875 4.190 -2.160
C 2.149 0.183 2.755
I 1.082 -5.623 0.338
H -3.033 -0.772 -6.076
H -4.444 -1.182 -5.123
H -0.745 -4.623 -3.618
S 2.046 0.626 -0.931
S -3.575 0.719 -0.313
O -3.380 -0.589 -1.016
H 0.367 -2.971 3.365
C 3.750 -2.077 2.656
N 0.510 2.716 -1.651
C -3.598 -1.617 -5.637
C -1.516 -3.870 -3.790
C 3.416 0.217 3.342
H -1.253 4.330 2.870
I 2.500 -8.513 0.028
C -2.014 -3.459 -4.999
C 2.827 3.133 -1.642
H -1.789 -2.142 4.469
C -0.547 3.544 2.830
H -4.026 -2.177 -6.475
C -0.517 2.734 1.678
C 1.756 2.225 -1.418
C 1.224 4.858 -2.247
H -3.233 -1.423 -2.826
H 1.992 -2.860 1.668
C 1.146 2.168 3.893
H 0.195 3.813 4.854
C 0.276 3.265 3.918
C -2.808 -2.226 -3.386
C 0.361 1.689 1.750
H 4.328 -2.995 2.593
H 3.825 1.120 3.812
H -1.177 2.887 0.815
H -0.340 2.106 -1.542
O -4.995 1.008 -0.039
C 0.203 3.958 -2.051
H 5.228 -0.862 3.687
H -0.730 -4.077 2.914
C 2.477 -1.990 2.143
*
```

As for the gap between HOMO and LUMO (spin up / spin down): 5.945 / 5.590 eV. The calculation puts the max |F| at 1.87 eV Å⁻¹. The calculation puts the energy above the lowest of the compared OMol25 structures with the same formula, charge and spin at 1.427 eV.

No. 3
Computed, not measured: a structure of composition C45H48As2BrHgN4O3S2, with ωB97M-V/def2-TZVPD.

The geometry in ORCA input format:
```
! RIJCOSX wB97M-V def2-TZVPD def2/J DEFGRID3
* xyz -2 2
C 2.354 -0.725 -2.088
C -4.155 -0.469 4.110
H -1.454 3.723 -1.141
H 1.301 5.130 -0.979
H 0.126 1.287 4.552
C 2.283 -3.967 -0.475
C -4.144 -2.787 4.945
H -2.175 4.797 -2.347
H 1.308 -0.672 -2.361
H -0.920 -1.419 5.488
C 4.387 -2.342 4.332
C 2.249 -1.813 3.321
C 4.101 -0.235 -0.499
H -0.644 -2.915 4.599
C 3.281 -1.292 -2.921
C 2.190 1.558 0.616
C -0.516 1.007 -3.986
C -3.822 -1.830 3.945
C 0.170 1.457 -8.160
C -0.785 2.770 2.229
H 2.266 2.909 -7.183
As 1.316 -2.711 0.711
H 2.873 -1.176 5.275
H -0.492 0.337 -5.995
C 5.577 -1.960 -3.527
H 4.165 -3.692 1.248
C -1.062 3.594 -7.843
H 1.430 4.455 -7.026
N 0.024 1.952 1.563
H 5.724 -3.526 3.138
C 2.611 -2.543 2.179
C -1.297 4.630 -1.716
H 1.116 3.378 -1.148
H 3.240 -3.567 -0.805
O 6.915 -1.889 -3.226
H -0.290 -3.754 2.402
H 0.963 0.800 -7.801
C 5.017 -0.837 -1.325
C 0.109 2.741 -7.329
H 1.274 0.358 5.527
H 0.176 6.656 -2.570
C 4.646 -1.354 -2.578
H 1.052 5.891 -3.899
H 3.209 1.947 0.530
H 6.038 -0.921 -0.961
O -0.481 1.820 -1.746
N -4.413 -3.575 5.742
C -3.906 0.419 3.068
H 4.419 0.116 0.475
C -0.404 3.982 2.779
H -1.808 2.436 2.338
H -1.121 4.596 3.306
C 3.866 -3.147 2.135
H 2.986 -1.703 -3.878
H -0.955 3.791 -8.914
C -0.151 3.335 -3.550
H 1.271 5.326 3.040
C 2.736 -0.123 -0.865
H 1.578 3.698 -8.617
H 1.006 -4.911 2.008
C -0.010 3.499 -4.913
H -0.777 0.916 -8.120
H 2.822 3.841 1.789
H -0.341 -4.633 0.871
H 5.067 -2.271 5.173
N -5.183 0.381 6.310
C -0.087 2.455 -5.843
As 0.494 -0.929 3.404
H 1.809 1.177 4.038
H -0.719 6.058 -3.973
C 0.130 5.858 -3.314
H -1.108 4.548 -7.316
C -4.732 -0.009 5.324
C 1.786 3.563 1.946
C -2.886 -1.340 1.744
H 0.173 4.496 -5.292
H 7.039 -1.400 -2.408
O 5.272 -2.507 -4.559
C -0.387 2.021 -3.010
C 0.931 4.382 2.629
H 1.660 -4.099 -1.361
C 1.202 4.311 -1.698
C -0.371 1.194 -5.347
C -3.324 0.013 1.864
H -2.005 3.071 -7.676
H -4.194 1.456 3.184
S -3.206 1.140 0.560
S -2.074 -1.939 0.337
H -2.916 -3.272 2.652
C 0.993 0.628 4.508
C 1.427 3.501 -7.551
H 0.375 1.704 -9.205
C -3.180 -2.230 2.777
C 4.752 -3.050 3.197
C 0.321 -4.166 1.599
C -0.172 -1.995 4.940
H 0.648 -2.253 5.611
Hg -0.877 0.249 -0.197
C -0.034 4.519 -2.587
H 2.105 4.271 -2.314
Br -0.956 -0.762 -3.370
C 1.315 2.344 1.393
C 3.144 -1.731 4.383
N 1.806 0.533 -0.127
H -1.201 5.468 -1.020
H 2.429 -4.943 -0.007
*
```

As for the expectation value of S²: 0.7757. As for the gap between HOMO and LUMO (spin up / spin down): 4.917 / 6.496 eV. The calculation puts the max |F| at 0.59 eV Å⁻¹. The calculation puts the energy above the lowest of the compared OMol25 structures with the same formula, charge and spin at 0.000 eV.